{
  "formula": "C5H9NO",
  "method": "the ωB97M-V functional and the def2-TZVPD basis",
  "species": ["C", "N", "C", "O", "C", "H", "H", "H", "H", "H", "H", "H", "C", "C", "H", "H"],
  "xyz": [[-2.36669, -0.25855, 1.34410], [-1.14676, -0.62321, 0.69052], [-0.87212, -0.14972, -0.44093], [0.22940, -0.42113, -1.12498], [1.14483, -1.32537, -0.53102], [-2.95405, 0.49373, 0.78981], [-2.11597, 0.13560, 2.33534], [-2.95807, -1.15467, 1.48409], [-1.50770, 0.55215, -1.00461], [2.12979, -1.07760, -0.92464], [0.88102, -2.34840, -0.80581], [1.11673, -1.22631, 0.54997], [1.55544, 2.04352, -0.46093], [2.64970, 1.64750, -0.72086], [0.59479, 2.40089, -0.23183], [3.61966, 1.31156, -0.94820]],
  "atomic_forces_ev_per_a": [[-0.01, 0.48, 0.07], [0.59, -0.24, -0.34], [-0.75, 0.22, 0.29], [0.11, -0.07, -0.51], [0.21, -0.21, 0.07], [0.02, -0.14, 0.14], [-0.21, -0.01, -0.13], [-0.28, -0.11, 0.09], [0.10, -0.13, 0.15], [-0.11, -0.02, 0.02], [-0.01, 0.02, 0.05], [0.13, -0.02, 0.04], [0.33, 0.06, -0.03], [-0.08, 0.20, 0.08], [-0.48, 0.16, 0.12], [0.45, -0.16, -0.11]],
  "de_lowest_kcal_mol": 89.8,
  "total_energy_ha": -325.7944,
  "smiles": "C/N=C/OC.C#C",
  "e_lumo_ev": 1.09,
  "homo_lumo_gap_ev": 10.64,
  "charge": 0
}

=====

{
  "formula": "C5H9NO",
  "method": "the ωB97M-V functional and the def2-TZVPD basis",
  "species": ["C", "N", "C", "C", "C", "O", "C", "H", "H", "H", "H", "H", "H", "H", "H", "H"],
  "xyz": [[1.83013, -0.03160, -1.93144], [0.97572, 0.00665, -0.74511], [0.81689, -0.97490, 0.08796], [-0.45957, -0.48698, -0.32594], [-1.05212, -0.14447, 1.08949], [-1.78872, -1.16424, 1.30832], [-1.59546, 1.24451, 1.47491], [2.51976, 0.81393, -1.95702], [1.20053, -0.00961, -2.82498], [2.40087, -0.96659, -1.93483], [1.42093, -1.80182, 0.43794], [0.05477, -0.19939, 1.64141], [-1.05737, -0.98258, -1.08918], [-2.35768, 1.04509, 2.23434], [-0.83549, 1.90368, 1.90513], [-2.07319, 1.74832, 0.62900]],
  "atomic_forces_ev_per_a": [[0.16, 0.06, -0.16], [0.06, -0.32, 0.30], [0.06, 0.02, -0.47], [-0.17, -0.22, 0.05], [0.33, 0.30, -0.02], [-0.13, -0.13, 0.09], [-0.01, 0.06, -0.02], [-0.18, -0.02, 0.05], [0.07, 0.06, 0.15], [-0.02, 0.22, -0.05], [-0.08, 0.01, 0.00], [-0.29, -0.01, 0.13], [0.06, 0.07, 0.18], [0.15, 0.11, -0.10], [-0.05, -0.08, -0.18], [0.06, -0.14, 0.04]],
  "de_lowest_kcal_mol": 159.8,
  "total_energy_ha": -325.6829,
  "e_lumo_ev": [-0.48, -0.48],
  "homo_lumo_gap_ev": [7.29, 7.29],
  "charge": 0
}

=====

{
  "formula": "C5H9NO",
  "method": "the ωB97M-V functional and the def2-TZVPD basis",
  "species": ["C", "C", "C", "C", "N", "C", "O", "H", "H", "H", "H", "H", "H", "H", "H", "H"],
  "xyz": [[2.10311, 0.15570, -0.24965], [0.66933, -0.31368, -0.27001], [0.25627, -1.23749, 0.85122], [-2.18340, 1.17462, 0.33825], [-1.62344, 0.63552, -0.72675], [-0.29417, 0.48100, -1.01426], [0.17439, -0.72041, -1.57589], [2.79768, -0.68626, -0.34298], [2.31198, 0.67003, 0.69589], [2.27522, 0.85670, -1.06986], [0.36246, -0.74072, 1.82366], [0.89547, -2.12841, 0.86096], [-0.78289, -1.55731, 0.73754], [-1.56058, 1.33961, 1.20740], [-3.17352, 1.60099, 0.26221], [-2.22791, 0.47011, -1.52774]],
  "atomic_forces_ev_per_a": [[0.04, 0.01, -0.02], [0.25, 0.02, 0.27], [-0.08, 0.02, 0.01], [-0.13, 0.25, 0.50], [-0.01, -0.19, -0.65], [-0.01, -0.12, 0.21], [-0.09, 0.09, -0.16], [-0.11, 0.07, 0.03], [-0.03, -0.08, -0.13], [0.00, -0.13, 0.10], [0.00, -0.05, -0.15], [-0.08, 0.14, -0.03], [0.15, 0.06, 0.00], [-0.10, 0.05, -0.11], [0.10, -0.14, 0.01], [0.09, 0.00, 0.13]],
  "de_lowest_kcal_mol": 102.7,
  "total_energy_ha": -325.7738,
  "e_lumo_ev": [0.56, 0.79],
  "homo_lumo_gap_ev": [7.55, 8.12],
  "charge": 0
}

=====

{
  "formula": "C5H9NO",
  "method": "the ωB97M-V functional and the def2-TZVPD basis",
  "species": ["C", "C", "C", "C", "C", "N", "O", "H", "H", "H", "H", "H", "H", "H", "H", "H"],
  "xyz": [[-1.37619, -1.28887, -0.06264], [-0.51028, -0.19550, -0.70436], [-0.67293, 1.27053, -0.20758], [0.85581, 1.38418, -0.00995], [0.90629, -0.11364, -0.25792], [1.75823, -1.02038, -0.03802], [2.22124, -0.60483, 1.30870], [-2.40110, -1.21448, -0.44732], [-1.42938, -1.20333, 1.03149], [-0.99599, -2.28643, -0.30540], [-0.49434, -0.29388, -1.77647], [-1.13887, 1.94874, -0.91984], [-1.19187, 1.33387, 0.75308], [1.25985, 1.87756, 0.87572], [1.34575, 1.83637, -0.89538], [1.86379, -1.42991, 1.65589]],
  "atomic_forces_ev_per_a": [[0.09, 0.06, -0.16], [-0.30, -0.09, -0.64], [-0.32, 0.13, -0.10], [-0.04, 0.04, -0.09], [0.43, 0.49, 0.09], [-1.20, -0.02, 0.99], [1.59, -0.61, -0.33], [0.20, 0.01, 0.08], [0.16, 0.10, -0.25], [-0.02, 0.18, 0.01], [-0.66, 0.12, -0.69], [0.02, 0.09, 0.10], [-0.06, -0.14, -0.20], [-0.10, -0.33, -0.01], [-0.23, -0.19, 0.33], [0.44, 0.16, 0.88]],
  "de_lowest_kcal_mol": 103.6,
  "total_energy_ha": -325.7725,
  "smiles": "C[C@H]1CC/C1=N\\O",
  "e_lumo_ev": 0.70,
  "homo_lumo_gap_ev": 9.73,
  "charge": 0
}

=====

{
  "formula": "C5H9NO",
  "method": "the ωB97M-V functional and the def2-TZVPD basis",
  "species": ["C", "C", "N", "C", "C", "C", "O", "H", "H", "H", "H", "H", "H", "H", "H", "H"],
  "xyz": [[-0.08723, -0.88134, 1.59447], [0.20337, 0.52704, 1.13474], [1.52276, 0.77333, 0.56049], [0.33537, 0.94371, -0.28720], [0.16478, -0.00662, -1.46007], [-1.22822, -0.58296, -1.65112], [-2.08453, -0.63861, -0.80154], [0.56192, -1.59128, 1.07226], [0.11373, -0.98008, 2.66802], [-1.13177, -1.14013, 1.40264], [-0.20589, 1.29988, 1.78824], [1.90100, 1.66615, 0.86538], [0.05245, 1.97310, -0.50388], [0.86986, -0.82863, -1.29214], [0.45725, 0.44531, -2.42018], [-1.44485, -0.97886, -2.67011]],
  "atomic_forces_ev_per_a": [[-0.01, -0.04, -0.06], [-0.22, -0.04, 0.13], [0.21, 0.16, -0.01], [-0.23, 0.08, -0.15], [0.08, 0.03, 0.18], [-0.18, 0.01, 0.27], [0.36, 0.13, -0.37], [-0.13, 0.09, 0.03], [-0.01, 0.04, -0.19], [0.15, 0.02, 0.08], [0.12, -0.10, -0.12], [-0.07, -0.10, -0.16], [-0.08, -0.15, 0.07], [-0.17, -0.17, -0.18], [0.03, 0.02, 0.29], [0.15, 0.03, 0.17]],
  "de_lowest_kcal_mol": 47.2,
  "total_energy_ha": -325.8623,
  "smiles": "C[C@H]1N[C@H]1CC=O",
  "e_lumo_ev": 1.01,
  "homo_lumo_gap_ev": 10.71,
  "charge": 0
}

=====

{
  "formula": "C5H9NO",
  "method": "the ωB97M-V functional and the def2-TZVPD basis",
  "species": ["C", "O", "C", "C", "C", "C", "N", "H", "H", "H", "H", "H", "H", "H", "H", "H"],
  "xyz": [[2.46668, 0.42721, 0.00945], [1.11646, 0.56290, 0.38360], [0.32792, -0.60902, 0.37451], [-1.09991, -0.06424, 0.44244], [-1.53799, 0.72920, -0.79247], [-2.06874, -1.17257, 0.60545], [-2.80323, -2.06591, 0.52177], [2.87988, 1.42700, -0.17267], [2.57212, -0.15472, -0.91596], [3.05420, -0.04737, 0.80426], [0.47468, -1.26370, 1.25367], [0.52239, -1.21690, -0.51916], [-0.96730, 0.65880, 1.27435], [-2.55958, 1.09845, -0.65531], [-0.85472, 1.56847, -0.90946], [-1.52286, 0.12240, -1.70448]],
  "atomic_forces_ev_per_a": [[0.27, -0.12, -0.06], [0.02, 0.01, 0.04], [0.02, -0.12, -0.11], [0.10, 0.04, -0.08], [0.07, 0.13, -0.12], [-0.42, -0.59, 0.05], [0.85, 1.06, 0.31], [-0.25, -0.21, 0.12], [-0.03, 0.00, 0.11], [-0.02, -0.05, -0.08], [0.30, 0.31, -0.17], [-0.09, 0.13, -0.05], [-0.99, -0.66, -0.04], [0.22, 0.01, -0.03], [-0.10, 0.04, -0.11], [0.05, 0.00, 0.21]],
  "de_lowest_kcal_mol": 39.1,
  "total_energy_ha": -325.8753,
  "smiles": "COC[C@@H](C)C#N",
  "e_lumo_ev": 0.84,
  "homo_lumo_gap_ev": 11.27,
  "charge": 0
}

=====

{
  "formula": "C5H9NO",
  "method": "the ωB97M-V functional and the def2-TZVPD basis",
  "species": ["C", "C", "O", "C", "N", "C", "C", "H", "H", "H", "H", "H", "H", "H", "H", "H"],
  "xyz": [[-1.59388, 0.19984, 0.56942], [-0.11496, 0.09014, 0.62631], [0.28416, -0.17312, 1.95863], [0.10737, -1.06398, -0.31680], [1.48320, -0.48475, -0.78188], [1.06018, 0.71000, -1.57335], [1.04224, 0.78653, -0.10620], [-2.10584, 0.41785, 1.49500], [-1.78581, -1.07396, 0.51930], [-1.93785, 0.80886, -0.28687], [0.81016, -0.98331, 1.95341], [-0.52149, -1.11050, -1.20149], [-0.71192, -1.91072, 0.34478], [0.13506, 0.67404, -2.14975], [1.87328, 1.23358, -2.08701], [1.75413, 1.38141, 0.46078]],
  "atomic_forces_ev_per_a": [[-0.93, -1.65, 0.11], [-0.25, -0.22, -0.67], [0.08, -0.34, -0.13], [-1.34, -0.73, 0.48], [0.16, -0.63, 0.44], [-0.15, -0.23, 0.06], [0.00, 0.31, 0.32], [0.03, 0.60, 0.19], [-0.80, 3.33, -0.22], [-0.16, -0.73, 0.40], [0.07, 0.10, 0.10], [-0.22, 0.49, -0.09], [3.70, 0.28, -1.30], [0.10, -0.10, 0.20], [-0.18, -0.42, 0.24], [-0.11, -0.06, -0.13]],
  "de_lowest_kcal_mol": 143.9,
  "total_energy_ha": -325.7082,
  "e_lumo_ev": 0.84,
  "homo_lumo_gap_ev": 10.11,
  "charge": 0
}

=====

{
  "formula": "C5H9NO",
  "method": "the ωB97M-V functional and the def2-TZVPD basis",
  "species": ["C", "C", "C", "C", "C", "N", "O", "H", "H", "H", "H", "H", "H", "H", "H", "H"],
  "xyz": [[-1.45416, -0.87322, -0.70811], [-0.51606, 0.15154, -0.26372], [-0.88082, 1.45678, 0.41161], [0.63187, 1.61406, 0.73827], [0.78048, 0.26580, 0.11185], [1.84809, -0.53352, -0.05487], [2.92096, -0.13996, 0.44450], [-2.09392, -0.48804, -1.50955], [-2.04779, -1.26552, 0.12177], [-0.93527, -1.70799, -1.15512], [0.68532, -3.27445, -1.07222], [-1.30493, 2.20341, -0.26605], [-1.52122, 1.33052, 1.29033], [0.90050, 1.65046, 1.79582], [1.14441, 2.40523, 0.18584], [1.84254, -2.79510, -0.07036]],
  "atomic_forces_ev_per_a": [[0.12, -0.58, -1.20], [-0.23, -0.03, 1.58], [0.14, 0.21, -0.34], [0.28, 0.43, 0.21], [-0.91, 1.26, -0.16], [2.92, -1.11, 0.24], [-1.95, -0.21, -0.64], [-0.25, 0.09, 0.36], [-0.08, 0.30, -0.04], [0.25, -0.37, 0.01], [2.55, 0.78, 2.22], [-0.02, 0.03, 0.18], [0.02, 0.03, -0.17], [-0.09, 0.13, -0.09], [-0.07, 0.04, 0.21], [-2.68, -0.98, -2.35]],
  "de_lowest_kcal_mol": 206.4,
  "total_energy_ha": -325.6086,
  "e_lumo_ev": [-0.92, -0.91],
  "homo_lumo_gap_ev": [7.87, 7.96],
  "charge": 0
}

=====

{
  "formula": "C5H9NO",
  "method": "the ωB97M-V functional and the def2-TZVPD basis",
  "species": ["C", "C", "N", "C", "C", "C", "O", "H", "H", "H", "H", "H", "H", "H", "H", "H"],
  "xyz": [[0.31692, -1.11130, 1.48339], [-0.46472, 0.16764, 1.25559], [0.24014, 1.39892, 0.95722], [-0.60096, 0.79755, -0.07933], [0.41260, 0.39317, -1.10384], [0.10143, -0.55904, -2.19719], [0.19862, 0.83768, -2.43343], [-0.36513, -1.96788, 1.45348], [0.79728, -1.09942, 2.46443], [1.09605, -1.26492, 0.73036], [-1.32301, 0.31146, 1.90526], [-0.05761, 2.25075, 1.40413], [-1.54297, 1.23990, -0.39323], [1.27673, 0.75298, -0.45486], [0.83249, -1.18542, -2.71054], [-0.91787, -0.96207, -2.28144]],
  "atomic_forces_ev_per_a": [[-0.02, 0.10, 0.05], [-0.19, -0.06, 0.29], [0.07, 0.56, 0.69], [-0.01, 0.25, 0.01], [-0.27, 0.14, 0.23], [0.11, -0.17, 0.10], [0.09, 0.31, -0.06], [0.10, 0.11, -0.03], [-0.04, 0.02, -0.03], [-0.19, 0.08, 0.13], [-0.08, -0.27, -0.01], [-0.57, -0.08, 0.23], [0.11, 0.01, 0.09], [0.45, -1.44, -2.26], [0.14, 0.26, 0.32], [0.30, 0.19, 0.25]],
  "de_lowest_kcal_mol": 88.3,
  "total_energy_ha": -325.7968,
  "smiles": "C[C@H]1N[C@H]1[C@H]1CO1",
  "e_lumo_ev": 1.09,
  "homo_lumo_gap_ev": 10.85,
  "charge": 0
}

=====

{
  "formula": "C5H9NO",
  "method": "the ωB97M-V functional and the def2-TZVPD basis",
  "species": ["H", "N", "C", "C", "C", "C", "O", "C", "H", "H", "H", "H", "H", "H", "H", "H"],
  "xyz": [[-2.21767, -1.76196, 1.31764], [-2.79020, -1.53998, 0.49216], [-2.11356, -1.06170, -0.46390], [-0.66830, -0.91729, -0.52566], [0.07548, 0.17704, -0.45293], [-0.20273, 1.63434, -0.39152], [1.43901, -0.32030, -0.47724], [2.24808, 0.00306, 0.64740], [-2.66825, -0.79526, -1.36192], [0.30778, -1.64836, -0.44368], [-1.27565, 1.78814, -0.43964], [0.29413, 2.14268, -1.21706], [0.16621, 2.06651, 0.53984], [3.18919, -0.52736, 0.51302], [2.46345, 1.07493, 0.69288], [1.75304, -0.31450, 1.57061]],
  "atomic_forces_ev_per_a": [[0.06, -0.02, -0.44], [-0.16, 0.14, 0.43], [-0.32, -0.62, -0.23], [2.74, -0.75, 0.86], [1.30, -1.15, -0.03], [0.31, -0.26, 0.04], [0.25, 2.10, -0.03], [-0.23, 0.27, -0.28], [-0.11, 0.12, -0.08], [-3.68, 0.03, -0.35], [-0.10, 0.11, -0.05], [-0.05, 0.08, -0.05], [-0.01, 0.01, 0.02], [-0.07, -0.03, 0.07], [-0.02, -0.01, 0.08], [0.09, -0.01, 0.06]],
  "de_lowest_kcal_mol": 81.0,
  "total_energy_ha": -325.8085,
  "smiles": "[H]/N=C\\C=C(/C)OC",
  "e_lumo_ev": 0.85,
  "homo_lumo_gap_ev": 10.13,
  "charge": 0
}

=====

{
  "formula": "C5H9NO",
  "method": "the ωB97M-V functional and the def2-TZVPD basis",
  "species": ["C", "C", "O", "C", "C", "C", "N", "H", "H", "H", "H", "H", "H", "H", "H", "H"],
  "xyz": [[-1.10457, 1.47290, 0.20089], [0.27579, 0.84256, 0.12312], [0.96505, 1.27242, 1.28598], [0.41238, -0.72434, 0.02103], [-0.78274, -1.63771, -0.30040], [1.48544, -0.97981, -0.95548], [2.31090, -1.10162, -1.75775], [-1.70355, 1.26731, -0.69135], [-0.94432, 2.55563, 0.25576], [-1.65818, 1.17373, 1.09553], [0.76126, 1.26311, -0.76871], [1.89847, 1.04416, 1.18495], [0.78345, -1.03259, 1.00587], [-0.41927, -2.67215, -0.32299], [-1.23484, -1.42785, -1.27346], [-1.55007, -1.57551, 0.47631]],
  "atomic_forces_ev_per_a": [[-0.04, -0.09, 0.01], [-0.19, 0.00, -0.27], [0.31, 0.00, 0.00], [0.03, -0.01, 0.05], [-0.10, 0.05, -0.02], [0.74, -0.11, -0.65], [-0.76, 0.04, 0.79], [0.09, -0.09, 0.14], [-0.11, -0.20, 0.00], [0.10, -0.09, -0.11], [-0.04, -0.06, 0.13], [-0.10, 0.12, 0.08], [0.00, 0.02, -0.14], [-0.13, 0.20, -0.01], [0.08, 0.09, 0.13], [0.11, 0.12, -0.12]],
  "de_lowest_kcal_mol": 28.2,
  "total_energy_ha": -325.8927,
  "smiles": "C[C@@H](O)[C@@H](C)C#N",
  "e_lumo_ev": 0.78,
  "homo_lumo_gap_ev": 11.59,
  "charge": 0
}

=====

{
  "formula": "C5H9NO",
  "method": "the ωB97M-V functional and the def2-TZVPD basis",
  "species": ["C", "C", "C", "C", "C", "H", "H", "H", "H", "H", "H", "H", "H", "H", "N", "O"],
  "xyz": [[-0.51868, 0.09212, -0.02431], [0.15209, 1.44735, 0.07793], [1.42923, -0.44871, 0.08675], [0.29596, -0.70964, 1.05216], [0.31281, -0.72670, -0.97219], [-2.38566, 0.82161, -0.63916], [-2.32353, -0.70953, -0.03256], [-0.16178, 2.13544, -0.67292], [-0.06260, 1.97790, 1.02731], [2.45685, -0.87667, -0.00124], [-0.06756, -1.74465, 0.95106], [0.59042, -0.29903, 2.09152], [0.54065, -0.39118, -1.92639], [0.23118, -1.82060, -1.04107], [-2.00736, 0.20100, 0.09909], [1.51797, 1.05127, -0.07599]],
  "atomic_forces_ev_per_a": [[-2.15, 0.46, 2.14], [0.38, -0.56, 0.34], [-0.21, 0.99, -2.31], [0.99, 0.95, 2.42], [1.72, -1.05, -0.49], [0.35, -0.73, 0.55], [-1.28, -1.69, -0.35], [0.04, 0.46, -1.09], [0.23, -0.65, -0.12], [-1.08, 0.31, 0.45], [0.48, 0.33, 0.94], [-1.39, -0.79, -1.25], [0.18, 1.02, -1.98], [-0.86, 0.35, 0.25], [2.29, 1.54, -0.51], [0.31, -0.94, 1.02]],
  "de_lowest_kcal_mol": 71.3,
  "total_energy_ha": -325.8239,
  "e_lumo_ev": 0.97,
  "homo_lumo_gap_ev": 10.29,
  "charge": 0
}